(1)
{
  "formula": "C5H14NO",
  "method": "wB97M-V/def2-TZVPD",
  "lumo_energy_ha": -0.127,
  "de_lowest_kcal_mol": 37.7,
  "energy_ev": -8942.37401,
  "charge": 1,
  "orbital_gap_ha": 0.355,
  "multiplicity": 1,
  "homo_energy_ev": -13.1,
  "symbols": ["C", "C", "C", "C", "C", "N", "H", "H", "H", "H", "H", "H", "H", "H", "H", "H", "H", "H", "H", "H", "O"],
  "positions_angstrom": [[0.3528, 1.1869, -0.3019], [1.2896, 0.3344, 0.5402], [0.8543, -1.1162, 0.7469], [-0.9521, -1.3848, 2.4449], [-0.5773, -1.2436, 1.1897], [0.8725, 1.3398, -1.7012], [-0.6603, 0.8451, -0.2925], [0.1548, 2.1851, 0.0944], [1.2851, 0.7435, 1.5537], [2.3107, 0.4317, 0.2058], [1.0031, -1.7602, -0.1334], [1.5137, -1.6668, 1.4150], [-0.2039, -1.4744, 3.2310], [-1.9474, -1.3548, 2.8688], [-1.3113, -1.2105, 0.3978], [0.8862, 2.3075, -2.0190], [0.2758, 0.7867, -2.3232], [1.8441, 1.0347, -1.7551], [-2.5819, -0.5920, -1.5886], [-2.4432, 0.5711, -2.6076], [-1.9653, 0.0369, -1.9659]],
  "lowdin_charge": [-0.152, -0.166, -0.208, 0.035, -0.198, 0.211, 0.083, 0.139, 0.129, 0.110, 0.116, 0.119, 0.073, 0.066, 0.080, 0.173, 0.151, 0.165, 0.056, 0.062, -0.042]
}

***

(2)
{
  "formula": "C6H18N4P2S",
  "method": "wB97M-V/def2-TZVPD",
  "lumo_energy_ha": 0.015,
  "de_lowest_kcal_mol": 3.8,
  "energy_ev": -41885.97795,
  "charge": 0,
  "orbital_gap_ha": 0.288,
  "multiplicity": 1,
  "homo_energy_ev": -7.4,
  "symbols": ["C", "C", "C", "C", "C", "C", "N", "N", "N", "N", "P", "P", "S", "H", "H", "H", "H", "H", "H", "H", "H", "H", "H", "H", "H", "H", "H", "H", "H", "H", "H"],
  "positions_angstrom": [[0.6091, -2.8080, 0.0917], [-1.3835, -1.7469, 0.9692], [0.9150, 2.1893, 0.6807], [0.1189, 0.7493, 2.4733], [-1.1659, 0.6919, -1.8988], [1.1807, 0.1829, -2.6744], [2.2547, -0.2691, 0.1239], [-0.1843, -1.5324, 0.2692], [0.1133, 1.0471, 1.0467], [0.2519, 0.5366, -1.5697], [3.4480, 0.6235, -0.5511], [0.5445, -0.0685, -0.0779], [5.1865, 0.1773, 0.3201], [1.5785, -2.5694, -0.0353], [0.4063, -3.3378, 1.0146], [0.2295, -3.3210, -0.7334], [-2.0825, -2.3808, 0.5495], [-1.2543, -2.3395, 1.9907], [-1.9526, -0.8169, 1.1445], [0.8317, 2.3508, -0.3966], [0.4116, 3.1024, 1.2846], [1.9259, 2.1058, 1.0914], [0.9939, 1.2620, 2.9737], [-0.8427, 1.1338, 2.8181], [0.3757, -0.3366, 2.5177], [-1.4393, -0.2159, -2.4860], [-1.7536, 0.7517, -1.0654], [-1.3772, 1.6550, -2.5418], [1.1539, 0.8454, -3.4950], [2.3020, 0.2254, -2.3365], [1.0089, -0.8424, -3.0396]],
  "lowdin_charge": [-0.034, -0.171, -0.189, -0.093, -0.102, -0.129, -0.467, -0.295, -0.343, -0.342, 0.226, 0.664, -0.053, 0.018, 0.085, 0.067, 0.047, 0.127, 0.086, 0.066, 0.136, 0.043, 0.106, 0.087, 0.086, 0.093, 0.025, 0.128, 0.063, -0.019, 0.085]
}

***

(3)
{
  "formula": "C2HClNO3",
  "method": "wB97M-V/def2-TZVPD",
  "lumo_energy_ha": [0.102, 0.103],
  "de_lowest_kcal_mol": 149.3,
  "energy_ev": -22242.48883,
  "charge": -1,
  "orbital_gap_ha": [0.284, 0.285],
  "multiplicity": 1,
  "homo_energy_ev": [-5.0, -5.0],
  "symbols": ["C", "C", "N", "O", "O", "O", "Cl", "H"],
  "positions_angstrom": [[-0.7766, 0.5216, -0.5380], [1.6090, 0.1553, 0.4533], [-2.8460, -0.9806, -1.0392], [0.4181, 0.1308, 0.7372], [-0.4653, 1.4454, -1.1536], [2.3187, 0.3996, -0.4579], [2.5466, -0.4194, 2.0515], [-2.8045, -1.2527, -0.0533]],
  "lowdin_charge": [-0.152, -0.990, 0.026, -0.126, 0.030, 0.024, 0.322, -0.133]
}

***

(4)
{
  "formula": "C4H8N2O2P",
  "method": "wB97M-V/def2-TZVPD",
  "lumo_energy_ha": -0.190,
  "de_lowest_kcal_mol": 37.6,
  "energy_ev": -20628.42821,
  "charge": 1,
  "orbital_gap_ha": 0.310,
  "multiplicity": 1,
  "homo_energy_ev": -13.6,
  "symbols": ["C", "C", "C", "C", "N", "N", "O", "O", "P", "H", "H", "H", "H", "H", "H", "H", "H"],
  "positions_angstrom": [[1.2591, 0.6488, -0.2121], [0.2141, -0.0400, -0.5287], [1.1765, 2.1402, -0.3836], [-3.0427, -0.5683, 0.8368], [2.8537, -1.4806, 0.4931], [2.0651, -2.2140, 0.2494], [2.4272, 0.3123, 0.1810], [-2.1943, -1.2169, -0.0657], [-1.1857, -0.6466, -1.1460], [2.1458, 2.4643, 0.1092], [1.4051, 2.3564, -1.4957], [0.2745, 2.6938, -0.1867], [-3.3442, 0.3996, 0.5256], [-2.7569, -0.7445, 1.7957], [-4.0181, -1.0295, 0.8488], [3.8362, -1.3734, 0.8442], [-1.1153, -1.7017, -1.8652]],
  "lowdin_charge": [-0.545, -0.139, 0.005, -0.105, 0.126, 0.281, -0.042, -0.374, 0.998, 0.120, 0.133, 0.087, 0.087, 0.065, 0.097, 0.219, -0.014]
}

***

(5)
{
  "formula": "C8H30O11",
  "method": "wB97M-V/def2-TZVPD",
  "lumo_energy_ha": 0.008,
  "de_lowest_kcal_mol": 583.7,
  "energy_ev": -31279.65098,
  "charge": 0,
  "orbital_gap_ha": 0.204,
  "multiplicity": 1,
  "homo_energy_ev": -5.3,
  "symbols": ["O", "H", "H", "O", "H", "H", "O", "H", "H", "C", "C", "O", "O", "H", "H", "H", "H", "H", "H", "C", "C", "O", "O", "H", "H", "H", "H", "H", "H", "C", "C", "O", "O", "H", "H", "H", "H", "H", "H", "C", "C", "O", "O", "H", "H", "H", "H", "H", "H"],
  "positions_angstrom": [[-26.3886, -9.6712, -25.6693], [-26.4707, -8.7220, -25.5771], [-27.1157, -9.9207, -26.2397], [-26.2375, -9.1916, -23.5232], [-27.0750, -9.6156, -23.3356], [-26.1704, -8.4940, -22.8713], [-24.9058, -8.4252, -24.7887], [-24.3754, -7.7654, -24.3420], [-25.4636, -7.9229, -25.3826], [-25.3878, -7.1421, -27.3734], [-26.7602, -7.1768, -26.6239], [-26.6021, -7.3789, -25.2280], [-24.8968, -8.3690, -27.8026], [-24.5565, -6.6924, -26.8305], [-25.5209, -6.6198, -28.3209], [-27.3983, -7.9806, -26.9912], [-27.3488, -6.2620, -26.6920], [-27.4302, -7.2492, -24.7601], [-24.9096, -8.4088, -28.7617], [-24.8077, -5.3237, -23.6874], [-23.5021, -6.1070, -23.5468], [-23.4849, -7.3732, -24.1728], [-25.7288, -5.5388, -22.6490], [-25.3184, -5.5543, -24.6224], [-24.5568, -4.2816, -23.4895], [-23.3092, -6.2294, -22.4810], [-22.6494, -5.5197, -23.8874], [-22.6757, -7.8435, -23.9592], [-26.3582, -4.8166, -22.5866], [-24.1210, -10.1787, -27.3677], [-25.4220, -11.0286, -27.2987], [-25.2334, -11.8028, -26.2076], [-23.9867, -9.1887, -26.3155], [-24.1921, -9.7458, -28.3655], [-23.2366, -10.8150, -27.3986], [-25.4814, -11.7321, -28.1292], [-26.3366, -10.4503, -27.1678], [-25.5168, -12.6594, -26.5356], [-24.4658, -8.3708, -26.4676], [-23.7708, -9.5340, -21.9532], [-22.8291, -10.7148, -22.4037], [-23.4550, -11.7853, -23.0977], [-24.3811, -8.7707, -22.9456], [-23.1244, -8.9025, -21.3438], [-24.5238, -9.9148, -21.2633], [-22.4299, -11.2527, -21.5437], [-21.9313, -10.3850, -22.9265], [-23.2925, -12.6281, -22.6678], [-24.8329, -8.0478, -22.5043]],
  "lowdin_charge": [-0.084, -0.051, 0.051, -0.055, 0.069, 0.056, -0.227, -0.279, -0.075, -0.145, -0.109, -0.111, -0.194, 0.148, 0.138, 0.135, 0.130, 0.155, 0.124, -0.207, -0.125, 0.053, -0.059, 0.113, 0.125, 0.129, 0.126, 0.170, 0.091, -0.178, -0.293, -0.033, -0.096, 0.089, 0.122, 0.117, 0.078, 0.087, 0.008, -0.177, -0.202, -0.055, -0.161, 0.106, 0.116, 0.107, 0.106, 0.075, 0.093]
}